P.
Entry from the OMol25 dataset: 2 unconnected molecules or ions with the total composition C3H9S2 (the ωB97M-V functional and the def2-TZVPD basis).

Each line ends with the Mulliken charge.
Geometry (Å):
C (2.09, -0.30, 1.47)  -0.64
S (1.76, -2.08, 1.52)  -0.27
H (2.37, -0.03, 0.46)  0.17
H (2.96, -0.14, 2.10)  0.32
H (1.17, 0.23, 1.72)  0.21
C (-1.86, -0.04, -0.71)  -0.94
C (-1.13, 1.18, -1.24)  -0.45
S (0.67, 0.85, -1.38)  -0.70
H (-1.86, -0.88, -1.39)  0.26
H (-1.42, -0.36, 0.23)  0.16
H (-2.91, 0.20, -0.48)  0.34
H (-1.23, 2.02, -0.58)  0.21
H (-1.45, 1.38, -2.26)  0.23
H (0.84, -2.02, 0.54)  0.11

## Properties
* total charge: -1
* Kohn-Sham gap: 0.21456 Ha



Q.
Entry from the OMol25 dataset: a molecular structure, C3H9S2 (the ωB97M-V functional and the def2-TZVPD basis).

Each line ends with the Mulliken charge.
Geometry (Å):
C (0.76, 2.11, 1.95)  -0.83
S (0.20, 2.37, 0.17)  -0.51
H (0.10, 1.30, 2.27)  0.24
H (1.79, 1.96, 2.14)  0.25
H (0.30, 2.95, 2.53)  0.25
C (-0.73, -3.25, -1.08)  -0.98
C (-1.07, -1.79, -0.67)  -0.34
S (0.45, -0.84, -0.43)  -0.39
H (0.25, -3.55, -0.73)  0.28
H (-0.83, -3.37, -2.14)  0.25
H (-1.45, -3.98, -0.70)  0.31
H (-1.64, -1.41, -1.52)  0.24
H (-1.61, -1.75, 0.29)  0.24
H (0.35, 0.64, 0.06)  -0.03

## Properties
* total charge: -1
* Kohn-Sham gap: 0.24810 Ha



R.
Entry from the OMol25 dataset: 2 unconnected molecules or ions with the total composition C3H9S2 (the ωB97M-V functional and the def2-TZVPD basis).

Each line ends with the Mulliken charge.
Geometry (Å):
C (-0.16, -2.46, -0.22)  -0.89
S (-1.45, -2.13, -1.53)  -0.73
H (0.77, -1.98, -0.56)  0.17
H (0.05, -3.53, -0.27)  0.28
H (-0.21, -2.07, 0.80)  0.25
C (-0.95, 0.72, 0.73)  -0.58
S (-0.45, 2.35, 0.41)  -0.14
C (1.25, 2.05, -0.27)  -0.73
H (-1.26, 0.32, -0.25)  0.23
H (-0.16, 0.05, 1.06)  0.07
H (-1.83, 0.74, 1.38)  0.30
H (1.08, 1.76, -1.31)  0.26
H (1.59, 1.15, 0.22)  0.22
H (1.72, 3.02, -0.20)  0.28

## Properties
* total charge: -1
* Kohn-Sham gap: 0.20041 Ha



Which structure is most stable? P, by 0.0193 hartree over the runner-up.



P.
Entry from the OMol25 dataset: 2 unconnected molecules or ions with the total composition CH5BrN2 (the ωB97M-V functional and the def2-TZVPD basis).

Each line ends with the Mulliken charge.
Geometry (Å):
C (-0.92, -0.76, -0.06)  -0.62
N (0.25, 1.13, 0.00)  -0.04
N (-0.83, 0.58, -0.38)  -0.09
Br (3.34, -0.27, -0.33)  -0.73
H (0.07, -1.28, -0.11)  0.31
H (-1.24, -0.75, 0.97)  0.35
H (-1.71, -1.26, -0.70)  0.26
H (0.17, 2.13, -0.04)  0.30
H (0.87, 0.49, 0.65)  0.25

## Properties
* Kohn-Sham gap (alpha / beta): 0.18538 / 0.18530 Ha



Q.
Entry from the OMol25 dataset: 2 unconnected molecules or ions with the total composition CH5BrN2 (the ωB97M-V functional and the def2-TZVPD basis).

Each line ends with the Mulliken charge.
Geometry (Å):
C (0.88, 1.28, -0.21)  -0.87
N (-0.50, -1.51, 0.45)  -0.33
N (-1.04, -0.23, 0.49)  -0.17
Br (-2.33, 0.17, -0.72)  -0.03
H (1.57, 0.50, -0.24)  0.29
H (0.70, 1.68, -1.21)  0.31
H (0.87, 1.89, 0.65)  0.29
H (0.20, -1.61, 1.15)  0.24
H (-0.34, -2.17, -0.36)  0.26

## Properties
* Kohn-Sham gap (alpha / beta): 0.31577 / 0.31601 Ha



Which structure is most stable? P, by 0.0761 hartree over the runner-up.



P.
Entry from the OMol25 dataset: 7 unconnected molecules or ions with the total composition H15NO6 (the ωB97M-V functional and the def2-TZVPD basis).

Each line ends with the Mulliken charge.
Geometry (Å):
N (2.05, 0.73, -0.18)  -0.71
H (1.13, 0.83, -0.59)  0.23
H (2.07, -0.29, -0.10)  0.24
H (2.70, 1.11, -0.86)  0.23
O (-0.63, 3.69, 1.56)  -0.65
H (-1.59, 3.48, 1.78)  0.33
H (-0.54, 2.99, 0.90)  0.32
O (-0.38, -1.29, 1.63)  -0.65
H (0.02, -0.48, 2.08)  0.38
H (-1.14, -1.46, 2.23)  0.31
O (0.19, -1.82, -4.20)  -0.66
H (-0.27, -2.16, -3.35)  0.34
H (0.92, -2.41, -4.45)  0.31
O (-1.52, 0.53, -0.88)  -0.63
H (-1.52, 0.06, 0.08)  0.34
H (-2.29, 0.24, -1.31)  0.27
O (-0.86, -2.23, -0.81)  -0.56
H (-0.35, -2.01, 0.05)  0.30
H (-0.76, -3.19, -0.61)  0.29
O (0.62, 1.09, 2.32)  -0.65
H (1.37, 0.79, 1.88)  0.34
H (0.77, 1.81, 2.81)  0.26

## Properties
* SMILES string: N.O.O.O.O.O.O
* Kohn-Sham gap: 0.40111 Ha



Q.
Entry from the OMol25 dataset: 7 unconnected molecules or ions with the total composition H15NO6 (the ωB97M-V functional and the def2-TZVPD basis).

Each line ends with the Mulliken charge.
Geometry (Å):
N (-1.01, -0.84, 2.15)  -0.76
H (0.00, -0.82, 2.20)  0.27
H (-1.34, -0.76, 1.20)  0.30
H (-1.35, -0.11, 2.75)  0.24
O (0.34, 0.86, -2.66)  -0.66
H (1.01, 0.43, -2.14)  0.36
H (-0.20, 0.09, -2.85)  0.30
O (0.51, -1.98, -1.51)  -0.64
H (0.87, -2.14, -0.60)  0.40
H (-0.41, -2.25, -1.51)  0.28
O (-2.31, 0.65, -0.10)  -0.66
H (-1.61, 1.17, 0.28)  0.34
H (-2.62, 0.98, -0.95)  0.27
O (1.19, 1.51, 1.56)  -0.62
H (0.85, 1.46, 0.65)  0.37
H (1.94, 2.11, 1.52)  0.26
O (-0.04, 2.30, -0.96)  -0.63
H (0.15, 2.03, -1.88)  0.39
H (0.29, 3.20, -0.85)  0.24
O (1.22, -2.34, 1.09)  -0.70
H (2.08, -2.72, 1.22)  0.28
H (0.46, -2.85, 1.38)  0.37

## Properties
* SMILES string: N.O.O.O.O.O.O
* Kohn-Sham gap: 0.35520 Ha



R.
Entry from the OMol25 dataset: 7 unconnected molecules or ions with the total composition H15NO6 (the ωB97M-V functional and the def2-TZVPD basis).

Each line ends with the Mulliken charge.
Geometry (Å):
N (0.88, 2.08, -0.13)  -0.79
H (1.33, 2.90, 0.11)  0.24
H (1.21, 1.39, 0.47)  0.36
H (1.43, 1.84, -0.99)  0.22
O (-1.24, -0.91, 2.27)  -0.68
H (-1.76, -1.30, 1.55)  0.37
H (-0.25, -1.05, 2.19)  0.31
O (-2.70, -0.97, -0.04)  -0.74
H (-2.22, -0.09, 0.01)  0.49
H (-3.60, -0.80, 0.02)  0.26
O (2.07, -0.59, -1.25)  -0.51
H (1.34, -1.15, -1.48)  0.32
H (2.40, -0.41, -2.00)  0.23
O (2.30, 0.01, 1.48)  -0.64
H (3.26, 0.27, 1.30)  0.28
H (2.53, -0.91, 1.12)  0.31
O (-0.56, -1.52, -2.24)  -0.70
H (-1.06, -0.85, -1.72)  0.35
H (-1.01, -2.39, -2.16)  0.31
O (-1.84, 1.44, 0.32)  -0.74
H (-0.95, 1.55, -0.06)  0.42
H (-1.57, 1.45, 1.23)  0.35

## Properties
* SMILES string: N.O.O.O.O.O.O
* Kohn-Sham gap: 0.40499 Ha



Which structure is most stable? Q, by 0.0114 hartree over the runner-up.



P.
Entry from the OMol25 dataset: 2 unconnected molecules or ions with the total composition C2F3N (the ωB97M-V functional and the def2-TZVPD basis).

Each line ends with the Mulliken charge.
Geometry (Å):
C (-1.39, -1.17, -1.00)  0.14
C (1.68, 1.05, 1.47)  0.43
N (0.79, 1.77, 1.27)  -0.28
F (-2.18, -1.85, -1.76)  -0.07
F (2.55, 0.08, 1.42)  -0.15
F (-1.45, 0.10, -1.39)  -0.08

## Properties
* Kohn-Sham gap: 0.41558 Ha



Q.
Entry from the OMol25 dataset: a single C2F3N molecule (the ωB97M-V functional and the def2-TZVPD basis).

Each line ends with the Mulliken charge.
Geometry (Å):
F (2.82, 0.00, 0.20)  -0.24
C (1.55, 0.00, 0.05)  0.27
C (0.41, -0.01, -0.28)  0.01
N (-1.33, 0.00, -0.48)  0.19
F (-1.72, 1.07, 0.25)  -0.12
F (-1.73, -1.06, 0.26)  -0.12

## Properties
* SMILES string: FC#CN(F)F
* Kohn-Sham gap: 0.42943 Ha



Which structure is most stable? P, by 0.1591 hartree over the runner-up.



P.
Entry from the OMol25 dataset: 2 unconnected molecules or ions with the total composition C2H8S2 (the ωB97M-V functional and the def2-TZVPD basis).

Each line ends with the Mulliken charge.
Geometry (Å):
C (0.04, 1.17, -0.45)  -0.72
C (-0.95, 0.03, -0.68)  -0.63
S (-1.92, -0.59, 0.77)  -0.18
H (-0.42, 2.07, -0.05)  0.32
H (0.96, 0.91, 0.10)  0.14
H (0.47, 1.42, -1.42)  0.29
H (-0.42, -0.85, -0.98)  0.30
H (-1.70, 0.23, -1.45)  0.39
H (-2.36, 0.67, 1.02)  0.10
S (1.54, -1.55, 1.31)  -0.27
H (2.05, -1.20, 0.15)  0.12
H (2.71, -2.31, 1.68)  0.15

## Properties
* SMILES string: CCS.S
* Kohn-Sham gap: 0.35486 Ha



Q.
Entry from the OMol25 dataset: 2 unconnected molecules or ions with the total composition C2H8S2 (the ωB97M-V functional and the def2-TZVPD basis).

Each line ends with the Mulliken charge.
Geometry (Å):
C (-1.26, -1.58, 1.61)  -0.68
S (-0.38, -0.27, 0.59)  -0.06
S (0.05, 1.73, 0.02)  -0.20
H (-1.27, -2.36, 0.86)  0.23
H (-0.59, -1.77, 2.45)  0.25
H (-2.27, -1.34, 1.92)  0.30
H (1.03, 1.82, 0.93)  0.16
C (1.56, -1.09, -2.50)  -0.80
H (1.04, -1.35, -1.58)  0.04
H (2.27, -1.85, -2.80)  0.29
H (0.99, -0.96, -3.43)  0.25
H (2.07, -0.13, -2.36)  0.22

## Properties
* SMILES string: CSS.C
* Kohn-Sham gap: 0.29088 Ha



R.
Entry from the OMol25 dataset: 2 unconnected molecules or ions with the total composition C2H8S2 (the ωB97M-V functional and the def2-TZVPD basis).

Each line ends with the Mulliken charge.
Geometry (Å):
C (2.21, 2.58, -1.54)  -0.72
S (1.19, 2.33, -0.10)  -0.17
H (3.15, 2.05, -1.31)  0.27
H (2.45, 3.64, -1.72)  0.25
H (1.78, 2.16, -2.46)  0.27
H (0.64, 1.27, -0.74)  0.11
C (-1.58, -2.71, 1.32)  -0.68
S (-2.84, -1.72, 2.08)  -0.19
H (-1.35, -3.62, 1.90)  0.26
H (-0.64, -2.15, 1.16)  0.25
H (-1.97, -3.02, 0.33)  0.25
H (-3.02, -0.82, 1.09)  0.11

## Properties
* SMILES string: CS.CS
* Kohn-Sham gap: 0.35558 Ha



Which structure is most stable? P, by 0.0051 hartree over the runner-up.



P.
Entry from the OMol25 dataset: a molecular structure, C7H10S (the ωB97M-V functional and the def2-TZVPD basis).

Each line ends with the Mulliken charge.
Geometry (Å):
C (-1.61, -1.35, 0.50)  -1.45
C (-0.92, -0.23, -0.25)  -0.22
C (-0.24, 1.02, 0.40)  -0.05
C (0.23, 1.81, -0.86)  -0.58
C (0.75, 0.83, -1.64)  -0.56
C (0.53, -0.41, -0.79)  -0.10
C (1.02, 0.14, 0.61)  -0.39
H (-2.53, -0.94, 0.97)  0.31
H (-1.89, -2.04, -0.25)  0.39
H (-1.00, -1.92, 1.21)  0.30
H (-1.60, 0.08, -1.02)  0.46
H (-0.72, 1.58, 1.23)  0.41
H (0.20, 2.88, -1.05)  0.43
H (1.10, 0.92, -2.67)  0.41
H (0.86, -1.40, -1.18)  0.39
H (1.97, 0.70, 0.60)  0.35
H (2.57, -0.63, 2.16)  0.14
S (1.28, -1.05, 2.01)  -0.24

## Properties
* Kohn-Sham gap: 0.36146 Ha



Q.
Entry from the OMol25 dataset: a single C7H10S molecule (the ωB97M-V functional and the def2-TZVPD basis).

Each line ends with the Mulliken charge.
Geometry (Å):
C (0.62, 2.13, 1.62)  -0.99
C (0.49, 0.65, 1.95)  -0.21
C (0.16, -0.29, 1.10)  -0.37
C (-0.15, -0.19, -0.37)  0.65
C (0.63, -1.06, -1.40)  -0.74
C (-0.71, -1.31, -2.13)  -0.41
C (-1.43, -0.84, -0.88)  -0.19
S (-2.87, -1.10, -0.21)  -0.30
H (0.38, 2.33, 0.57)  0.30
H (-0.10, 2.66, 2.30)  0.27
H (1.64, 2.55, 1.96)  0.26
H (0.73, 0.35, 2.98)  0.35
H (0.15, -1.32, 1.54)  0.23
H (-0.17, 0.82, -0.68)  0.08
H (1.40, -0.49, -2.00)  0.26
H (1.03, -1.98, -0.94)  0.29
H (-0.88, -0.63, -2.98)  0.21
H (-0.93, -2.31, -2.44)  0.32

## Properties
* SMILES string: C/C=C\[C@H]1CCC1=S
* Kohn-Sham gap: 0.31475 Ha



Which structure is most stable? Q, by 0.0217 hartree over the runner-up.